*one*
Here is one molecule with the formula C18H20N2O3S from the OMol25 dataset. Energies are from the ωB97M-V functional and the def2-TZVPD basis.

Computed properties:
E_HOMO (eV): -7.899
Spin multiplicity: 1
Total charge: 0
SMILES: COCCn1c(C)cc(C(=O)CSc2nc3ccccc3o2)c1C

Each line ends with the natural charge from an NBO analysis.
Atoms and positions in Å:
C -3.73 -2.21 1.91  -0.252
O -2.42 -2.09 2.41  -0.531
C -1.58 -1.25 1.66  -0.064
C -1.92 0.25 1.83  -0.244
N -0.85 1.08 1.35  -0.330
C 0.23 1.48 2.10  0.130
C 0.36 1.18 3.55  -0.642
C 1.06 2.20 1.29  -0.264
C 0.47 2.24 0.00  -0.264
C 1.00 2.86 -1.20  0.603
O 0.33 3.19 -2.16  -0.564
C 2.49 3.17 -1.22  -0.616
S 3.58 1.86 -0.59  0.309
C 2.78 0.49 -1.25  0.351
N 1.72 0.53 -2.00  -0.498
C 1.43 -0.79 -2.25  0.070
C 0.41 -1.38 -2.99  -0.218
C 0.40 -2.76 -3.05  -0.217
C 1.36 -3.53 -2.40  -0.216
C 2.38 -2.96 -1.66  -0.264
C 2.39 -1.58 -1.60  0.283
O 3.26 -0.74 -0.96  -0.431
C -0.72 1.54 0.08  0.242
C -1.70 1.25 -1.00  -0.669
H -3.73 -2.49 0.85  0.167
H -4.30 -1.28 2.04  0.163
H -4.20 -3.00 2.49  0.198
H -0.57 -1.43 2.04  0.193
H -1.60 -1.53 0.60  0.168
H -2.83 0.49 1.27  0.212
H -2.09 0.44 2.89  0.218
H 1.31 1.55 3.91  0.234
H -0.44 1.66 4.12  0.215
H 0.31 0.11 3.74  0.215
H 1.98 2.66 1.60  0.221
H 2.79 3.40 -2.25  0.253
H 2.69 4.04 -0.58  0.249
H -0.32 -0.77 -3.49  0.228
H -0.37 -3.26 -3.61  0.215
H 1.31 -4.61 -2.48  0.217
H 3.13 -3.55 -1.16  0.227
H -1.30 1.64 -1.93  0.271
H -2.65 1.75 -0.80  0.221
H -1.88 0.18 -1.10  0.211

*two*
Here is one molecule with the formula C18H20N2O3S from the OMol25 dataset. Energies are from the ωB97M-V functional and the def2-TZVPD basis.

Computed properties:
E_HOMO (eV): -8.041
Spin multiplicity: 1
Total charge: 0
SMILES: CCCOc1ccc(N2C(=O)C[C@H](NCc3cccs3)C2=O)cc1

Each line ends with the natural charge from an NBO analysis.
Atoms and positions in Å:
C 5.95 4.69 -1.19  -0.640
C 4.44 4.68 -1.88  -0.377
C 4.40 3.65 -3.12  -0.050
O 4.65 2.45 -2.79  -0.449
C 3.58 1.89 -2.29  0.326
C 2.47 2.28 -1.92  -0.370
C 1.61 1.50 -1.22  -0.139
C 1.84 0.06 -1.07  0.123
N 0.79 -0.61 -0.38  -0.475
C 0.73 -2.20 -0.72  0.754
O 1.32 -2.65 -1.62  -0.499
C -0.44 -2.61 0.25  -0.532
C -0.64 -1.47 1.26  -0.157
N -2.21 -1.04 1.29  -0.592
C -3.03 -2.18 2.01  -0.245
C -4.29 -1.65 2.09  -0.198
C -5.04 -0.93 0.91  -0.248
C -6.20 -0.76 1.40  -0.215
C -6.69 -1.32 2.56  -0.440
S -5.29 -1.99 3.46  0.467
C 0.11 -0.43 0.72  0.630
O -0.04 0.80 1.01  -0.633
C 3.18 -0.38 -1.28  -0.256
C 4.03 0.47 -1.77  -0.189
H 6.46 3.68 -0.85  0.221
H 6.79 5.15 -1.99  0.188
H 5.98 5.49 -0.38  0.213
H 4.01 4.36 -1.17  0.159
H 4.31 5.78 -2.08  0.209
H 5.45 4.01 -3.59  0.177
H 3.60 3.88 -3.68  0.168
H 2.02 3.15 -2.41  0.227
H 0.56 1.50 -1.16  0.237
H -0.16 -3.64 0.63  0.245
H -1.32 -2.67 -0.51  0.275
H -0.36 -1.72 2.18  0.216
H -2.19 -0.14 1.57  0.381
H -2.59 -2.23 3.05  0.174
H -2.76 -3.00 1.72  0.186
H -4.63 -0.48 0.14  0.232
H -7.14 -0.27 0.67  0.200
H -7.75 -1.34 2.76  0.246
H 3.53 -1.42 -1.01  0.230
H 5.22 -0.05 -2.00  0.222

Among the structures shown above, *one* is the most stable, with the second-best lying 12.444 eV higher.